{"formula": "C28H44N4O6S3", "method": "ωB97M-V/def2-TZVPD", "homo_lumo_gap_ev": 8.3029, "e_homo_ev": -7.994, "e_lumo_ev": 0.31, "e_above_lowest_kcal_mol": 0.0, "symbols": ["C", "H", "C", "C", "C", "C", "H", "H", "C", "C", "H", "H", "S", "H", "C", "H", "C", "O", "C", "H", "H", "H", "O", "H", "H", "H", "H", "C", "H", "H", "C", "H", "C", "H", "H", "H", "H", "C", "H", "H", "C", "S", "H", "H", "C", "H", "N", "C", "H", "C", "N", "S", "C", "C", "H", "H", "H", "H", "O", "O", "O", "C", "C", "C", "C", "H", "N", "H", "H", "O", "H", "H", "N", "H", "C", "H", "C", "C", "H", "H", "H", "H", "C", "H", "H"], "positions_angstrom": [[-17.013544, 1.066106, -22.870704], [-17.058224, -3.685458, -15.128636], [-9.156540, 2.493425, -20.871152], [-16.222784, -0.078523, -22.215030], [-10.411588, -3.932227, -16.221558], [-14.028977, -2.073828, -11.267386], [-17.933993, 0.675360, -23.298174], [-14.110505, -0.291323, -21.486132], [-15.853975, -5.038868, -16.166732], [-14.089965, -1.825998, -17.037280], [-14.843562, 1.263359, -21.307696], [-11.509311, -2.213185, -13.509322], [-12.935703, -4.122722, -12.518853], [-15.202475, -5.411302, -15.390370], [-13.396180, -0.591481, -16.945965], [-15.861872, 2.684457, -23.921835], [-9.675997, 2.921845, -22.037342], [-14.183355, -0.086217, -24.605567], [-10.062000, -4.747954, -21.775504], [-8.419332, 3.081186, -20.342064], [-7.937186, -3.859978, -18.377508], [-15.029994, -5.872709, -18.111184], [-13.257679, -5.044399, -13.590843], [-16.339643, 1.447618, -25.016200], [-11.262897, 1.837094, -23.178666], [-12.048258, -5.484510, -21.470035], [-9.908734, -5.674642, -22.323876], [-13.382763, -1.430692, -12.540895], [-11.731439, -4.270339, -20.274198], [-9.878103, 0.803491, -19.495461], [-15.780995, -5.388582, -17.505865], [-10.874510, -4.288266, -15.315204], [-11.507729, -4.551827, -21.302126], [-15.291029, -3.359382, -12.388681], [-14.776883, -4.168672, -10.896735], [-9.225982, -2.813792, -21.743975], [-14.087117, -3.234898, -18.729423], [-14.808287, 0.390014, -21.965008], [-14.804531, -1.391584, -10.919266], [-17.157255, 1.784512, -22.065045], [-12.946433, -0.234063, -18.219485], [-14.430858, 1.022354, -23.664336], [-10.370712, -2.318636, -18.938573], [-9.536519, 3.717077, -22.749459], [-16.675256, -4.557892, -18.161610], [-10.858622, -1.947926, -23.809176], [-10.634638, 1.941314, -22.396518], [-13.866442, -2.270909, -18.298362], [-12.691333, -0.681215, -12.156017], [-10.022098, -2.955371, -18.136916], [-13.237624, -1.302472, -19.002452], [-12.274653, -3.258900, -22.383700], [-17.272714, -3.709519, -17.231408], [-9.636730, -3.448967, -22.531011], [-12.417091, 0.662522, -18.496371], [-12.843768, -1.477535, -19.922070], [-13.273751, -1.992628, -10.484924], [-17.822079, -2.790594, -17.353761], [-12.496433, -2.072293, -21.537781], [-13.543217, 2.171096, -23.650227], [-11.835897, -4.345287, -11.615066], [-8.860411, -3.709128, -17.843686], [-9.185210, -4.340017, -16.626761], [-9.856576, 1.396668, -20.398399], [-14.471798, -3.476918, -11.679952], [-16.916882, -4.663171, -19.208813], [-10.879325, -3.021281, -17.093170], [-8.462148, -4.962931, -16.121345], [-13.015590, -2.550311, -14.337274], [-13.298543, -3.797800, -23.236451], [-16.723060, -0.444548, -21.316124], [-16.151666, -1.004269, -22.792572], [-16.820085, -4.126698, -15.999962], [-13.418171, -0.058131, -16.006129], [-12.558210, -2.451212, -13.352281], [-14.611350, -2.402967, -16.288990], [-16.097580, 1.619497, -23.969135], [-10.799377, -2.922265, -23.327656], [-11.299111, 0.098903, -21.419306], [-14.167778, -0.950964, -13.123899], [-11.801480, -2.656922, -16.890126], [-8.777347, -3.617268, -23.180769], [-10.722682, 1.010420, -21.380942], [-10.913000, -3.620122, -24.163024], [-9.494704, -4.797392, -20.845183]], "forces_ev_per_angstrom": [[0.906, -0.807, -0.311], [0.098, -0.036, -0.069], [1.303, 2.261, 1.489], [-0.274, -1.478, 0.501], [0.752, -0.833, 1.633], [0.666, 0.617, -0.492], [-0.182, 0.319, 0.235], [0.077, -0.322, -0.769], [1.526, -1.993, -0.301], [0.760, -0.253, 0.285], [0.163, 0.283, -0.228], [0.086, -0.366, 0.552], [0.514, 2.494, -2.180], [-0.359, 0.135, 0.334], [-0.979, 0.686, 0.286], [-0.679, 0.166, 0.254], [-2.096, -1.925, -2.194], [0.088, 1.235, 1.468], [-0.026, 1.139, 0.832], [0.047, -0.204, 0.117], [-0.194, 0.263, -0.318], [0.049, -0.775, 0.737], [-0.092, -0.185, 0.953], [-0.147, -0.551, 0.164], [0.213, 0.773, -0.225], [-0.317, 0.195, -0.123], [-0.246, 0.127, -0.185], [0.642, 0.083, 0.812], [0.637, 0.302, 0.034], [0.849, 0.396, 0.253], [0.549, 0.708, 0.428], [-0.536, 0.437, -0.077], [-1.167, -0.569, -1.099], [0.238, -0.408, -0.357], [0.202, 0.049, 0.084], [-0.461, 0.607, -0.195], [-0.175, 0.161, -0.163], [-0.287, 1.108, -0.204], [-0.444, -0.425, -0.148], [-0.427, 0.262, -0.336], [-0.144, -0.462, 2.262], [0.188, -1.492, -0.694], [0.665, 0.014, -0.255], [0.414, 0.164, 0.356], [-1.555, 1.237, -0.285], [0.324, 0.303, 0.664], [0.146, -0.553, 0.842], [-0.502, -0.724, -0.761], [-0.233, 0.346, -0.266], [0.930, 0.877, -0.835], [0.752, 0.031, -1.004], [1.146, 0.247, 0.956], [0.088, -0.865, -0.604], [1.136, -0.193, 0.841], [0.022, -0.203, -0.438], [-0.254, 0.086, 0.059], [-0.010, -0.824, 0.113], [-0.432, -0.325, 0.067], [-0.299, -0.904, -0.823], [0.132, -0.586, 0.096], [-0.776, -0.569, 0.435], [-2.199, 0.662, -0.270], [1.606, -0.416, -0.147], [-0.922, -2.067, 0.225], [0.828, 0.211, 0.477], [0.108, 0.543, -0.059], [-0.676, -1.295, 0.956], [-0.410, -0.200, 0.254], [0.118, -0.188, -0.061], [-0.221, 0.292, 0.392], [0.122, 0.414, 0.276], [-0.198, 0.256, -0.572], [-0.033, 1.371, -0.229], [0.344, 0.558, -0.329], [-1.908, -0.773, 0.211], [0.083, 0.164, 0.156], [0.647, 1.126, 0.111], [-0.598, -1.117, -0.996], [-0.319, 0.234, -0.257], [0.175, -0.031, -0.226], [0.007, 0.526, -1.077], [-0.125, -0.194, -0.116], [0.249, 0.889, -0.580], [-0.083, -0.031, -0.107], [0.392, -0.218, -0.236]]}